(1)
Entry from the OMol25 dataset: C24H20B2F8MnN4O8 as an isolated structure (wB97M-V/def2-TZVPD).

CARTESIAN COORDINATES (ANGSTROEM)
1 Mn -0.437 -3.119 1.115
2 B -0.114 -4.170 3.646
3 F 0.911 -4.146 2.631
4 F 0.134 -3.254 4.633
5 F -1.272 -3.732 2.932
6 F -0.250 -5.452 4.117
7 B -2.066 -1.277 -0.036
8 F -0.758 -1.678 -0.389
9 F -2.241 -2.249 1.041
10 F -1.973 -0.003 0.497
11 F -2.968 -1.368 -1.041
12 C -1.032 1.019 -3.874
13 C -0.314 1.827 -4.753
14 C -0.830 2.131 -6.009
15 C -2.035 1.585 -6.389
16 C -2.766 0.832 -5.492
17 C -2.313 0.628 -4.183
18 N -2.451 1.607 -7.812
19 O -3.561 1.207 -8.101
20 O -1.684 2.142 -8.591
21 H -0.678 0.887 -2.858
22 H 0.636 2.254 -4.465
23 H -0.240 2.817 -6.600
24 H -3.670 0.379 -5.881
25 H -2.944 0.028 -3.543
26 C 0.483 3.168 4.136
27 C -0.194 2.484 3.107
28 C 0.080 1.168 2.822
29 C 1.013 0.479 3.600
30 C 1.701 1.141 4.587
31 C 1.352 2.455 4.938
32 N 1.520 -0.805 3.145
33 O 0.873 -1.409 2.318
34 O 2.591 -1.185 3.526
35 H 0.255 4.214 4.281
36 H -0.815 3.082 2.451
37 H -0.489 0.608 2.089
38 H 2.526 0.686 5.115
39 H 1.990 2.969 5.643
40 C -2.755 2.964 0.241
41 C -1.670 3.667 -0.270
42 C -1.352 4.958 0.168
43 C -2.193 5.478 1.143
44 C -3.277 4.807 1.680
45 C -3.582 3.548 1.209
46 N -2.022 6.883 1.571
47 O -1.275 7.568 0.909
48 O -2.684 7.297 2.492
49 H -2.855 1.947 -0.105
50 H -0.989 3.210 -0.977
51 H -0.519 5.493 -0.258
52 H -3.929 5.295 2.386
53 H -4.364 2.876 1.535
54 C 5.198 -6.671 0.010
55 C 5.354 -5.832 -1.082
56 C 4.425 -4.818 -1.332
57 C 3.434 -4.610 -0.384
58 C 3.297 -5.413 0.744
59 C 4.110 -6.519 0.869
60 N 2.408 -3.610 -0.632
61 O 1.651 -3.266 0.254
62 O 2.362 -3.149 -1.746
63 H 5.924 -7.476 -0.014
64 H 6.116 -5.981 -1.834
65 H 4.513 -4.188 -2.203
66 H 2.622 -5.202 1.564
67 H 4.080 -7.205 1.704

## Properties
2S+1	6
expectation value of S²	8.752
total energy	-101968.0379	eV
energy above the lowest of the compared OMol25 structures with the same formula, charge and spin	19.0	kcal/mol
gap between HOMO and LUMO (alpha / beta)	8.25 / 8.15	eV

natural (NBO) population analysis, charges in e, atoms 1 to 4: 1.72, 1.34, -0.58, -0.54

(2)
Entry from the OMol25 dataset: C4H7N3O as an isolated structure (wB97M-V/def2-TZVPD).

CARTESIAN COORDINATES (ANGSTROEM)
1 C -2.410 1.053 -0.008
2 C -2.536 -0.389 0.112
3 C 0.788 -1.266 0.043
4 C 3.638 0.506 0.031
5 H -1.396 1.685 -0.907
6 H -3.753 1.256 -0.420
7 H -2.392 1.532 1.197
8 H -3.555 -0.873 -0.185
9 H 0.556 -2.361 -0.145
10 H 4.577 -0.304 0.650
11 H 3.952 1.461 -0.092
12 N -1.593 -1.236 -0.051
13 N 2.060 -0.976 -0.078
14 N 2.417 0.297 -0.124
15 O -0.354 -0.385 -0.023

## Properties
2S+1	1
total energy	-10770.3400	eV
energy above the lowest of the compared OMol25 structures with the same formula, charge and spin	216.9	kcal/mol
gap between HOMO and LUMO	9.41	eV

natural (NBO) population analysis, charges in e, atoms 1 to 4: -0.71, -0.01, 0.40, 0.00

(3)
Entry from the OMol25 dataset: a 4-piece molecular cluster, C3H10N2O3 overall (wB97M-V/def2-TZVPD).

CARTESIAN COORDINATES (ANGSTROEM)
1 C 0.162 1.316 1.378
2 C 1.184 0.881 2.298
3 N 1.007 -0.407 2.447
4 C -0.058 -0.762 1.641
5 N -0.545 0.282 0.990
6 H 0.015 2.250 0.855
7 H 1.876 1.450 2.886
8 H 1.682 -0.972 2.958
9 H -0.441 -1.776 1.633
10 H 0.556 -1.732 -0.597
11 H 1.554 -2.897 -0.629
12 O 0.794 -2.559 -0.136
13 H -0.901 -0.660 -2.495
14 H -0.755 -0.330 -0.981
15 O -0.270 -0.581 -1.772
16 H -2.205 2.608 -2.866
17 H -2.061 1.640 -4.093
18 O -1.597 2.250 -3.517

## Properties
2S+1	2
net charge	+1
expectation value of S²	0.761
total energy	-12387.2547	eV
energy above the lowest of the compared OMol25 structures with the same formula, charge and spin	9.2	kcal/mol
gap between HOMO and LUMO (alpha / beta)	9.93 / 5.88	eV

natural (NBO) population analysis, charges in e, atoms 1 to 4: 0.12, 0.15, -0.50, 0.38

(4)
Entry from the OMol25 dataset: one molecule with the formula C11H11N3O2S3 (wB97M-V/def2-TZVPD).

CARTESIAN COORDINATES (ANGSTROEM)
1 C 2.762 -0.824 1.915
2 C 2.223 0.490 1.468
3 C 2.036 1.595 2.237
4 S 1.370 2.893 1.313
5 C 1.396 1.822 -0.065
6 N 1.858 0.643 0.167
7 S 0.783 2.330 -1.611
8 C 1.067 0.808 -2.563
9 C 0.291 -0.421 -2.130
10 O 0.447 -1.489 -2.689
11 N -0.573 -0.270 -1.104
12 C -1.193 -1.342 -0.525
13 C -1.909 -1.289 0.656
14 C -2.421 -2.573 0.995
15 C -2.083 -3.524 0.093
16 S -1.118 -2.916 -1.210
17 H -2.338 -4.564 0.117
18 H -3.012 -2.781 1.869
19 C -2.020 -0.031 1.398
20 O -1.504 1.014 1.009
21 N -2.709 -0.070 2.559
22 H -3.161 -0.902 2.889
23 H -2.807 0.783 3.084
24 H -0.708 0.601 -0.572
25 H 2.130 0.567 -2.516
26 H 0.809 1.051 -3.595
27 H 2.244 1.725 3.279
28 H 3.002 -0.796 2.974
29 H 3.658 -1.069 1.347
30 H 2.027 -1.605 1.729

## Properties
2S+1	1
total energy	-52657.9254	eV
structure (SMILES)	Cc1csc(SCC(=O)Nc2sccc2C(N)=O)n1
gap between HOMO and LUMO	8.70	eV

natural (NBO) population analysis, charges in e, atoms 1 to 4: -0.63, 0.14, -0.45, 0.43

Largest force on an atom per entry: 0.0387; 0.1079; 0.0280; 0.0159 Eh/bohr